{"formula": "C2H2CuLiO2", "method": "ωB97M-V/def2-TZVPD", "species": ["C", "C", "O", "O", "H", "Cu", "Li", "H"], "positions_angstrom": [[-1.0128, -0.5216, 0.6569], [0.1196, -1.3010, 0.1939], [1.3663, -0.8814, 0.5597], [-0.8826, 0.7498, 0.8431], [-0.5818, -0.9203, -0.8296], [2.4935, -1.8670, 1.7987], [1.1169, 0.3949, 1.8384], [-0.1003, -2.3849, 0.3137]], "molar_mass_g_mol": 128.5, "e_above_lowest_ev": 1.744, "gap_ev": [5.9, 7.8], "e_tot_ha": -1875.75115, "multiplicity": 3, "total_charge": 0}